(1)
C29H49BrN2OP2Pb | wB97M-V/def2-TZVPD

Structure (XYZ):
```
85
Properties=species:S:1:pos:R:3:forces:R:3
N -4.596798 -1.172789 2.736344 0.014 0.238 -0.152
C -3.888130 -0.157429 3.244093 0.089 0.673 -0.173
C -3.773411 1.070861 2.587576 0.095 -0.128 0.932
C -4.387160 1.228318 1.322359 0.148 1.158 -1.080
C -5.090105 0.129551 0.769860 -0.079 -1.051 0.048
C -5.190009 -1.041444 1.542523 -0.270 0.661 -0.739
C -4.170108 2.451133 0.603144 -0.658 -1.468 3.977
Pb 0.336970 0.659002 -0.624965 1.031 -1.965 1.204
P 2.928296 0.562969 -1.624092 0.282 0.352 -0.579
C -4.204561 2.559014 -0.763739 1.648 0.759 -4.279
C -2.981002 2.906879 -1.442427 -2.019 -0.197 1.462
C -2.726229 2.341377 -2.714449 0.714 -0.463 -1.409
C -1.435529 2.355308 -3.249836 -1.244 -0.476 0.107
C -0.445806 3.075282 -2.571175 1.312 1.440 -1.768
C -0.661628 3.639876 -1.305226 -1.388 0.467 1.128
C -1.945266 3.582833 -0.755756 2.111 0.224 0.091
Br 1.126783 3.676256 -3.592334 -2.421 -0.126 1.144
H -3.921389 3.303464 1.244977 0.457 -0.025 -0.313
H -5.036240 2.257546 -1.408794 0.046 -0.405 0.394
H -3.192888 1.880382 3.034015 -0.256 -0.179 -0.061
H -5.546040 0.197838 -0.219355 -0.058 -0.131 0.377
H -3.409200 -0.302557 4.216567 -0.228 -0.076 -0.316
H -5.777071 -1.889260 1.172131 0.252 0.271 0.227
H -3.543509 1.879269 -3.276209 0.295 0.056 0.151
H -2.165193 4.065327 0.195518 0.275 0.005 -0.226
H -1.218782 1.844594 -4.189580 -0.139 0.384 0.121
H 0.151809 4.141572 -0.790798 -0.183 0.186 -0.104
P -0.328114 -2.358447 -0.614825 -0.483 -1.310 -0.634
C 3.522930 2.205755 -0.944413 -0.408 -0.332 0.138
C 4.117926 3.224720 -1.901303 0.120 0.353 -0.350
H 4.229687 1.979399 -0.127002 -0.303 -0.113 -0.272
H 2.640598 2.653973 -0.452651 0.224 -0.074 -0.016
H 4.410513 4.121067 -1.336741 -0.007 -0.260 -0.149
H 5.001119 2.860125 -2.437664 -0.217 0.067 0.178
H 3.359033 3.543216 -2.629402 0.672 -0.147 0.248
C 2.411850 0.627305 -3.399331 -0.595 0.323 0.168
C 3.505478 0.742829 -4.455736 0.250 -0.063 -0.316
H 1.693433 1.467782 -3.505888 0.567 -0.885 0.145
H 1.811640 -0.287404 -3.581758 0.302 0.215 0.194
H 3.051917 1.026865 -5.414398 0.150 -0.112 0.187
H 4.271710 1.489691 -4.217738 -0.245 -0.148 -0.015
H 4.000145 -0.224448 -4.606093 -0.027 0.276 0.028
C 4.366853 -0.581921 -1.601943 -0.264 -0.798 0.722
C 5.749340 0.049918 -1.747440 0.202 0.402 -0.110
H 4.223375 -1.369904 -2.358643 -0.229 0.325 0.181
H 4.298138 -1.086395 -0.623003 0.165 0.011 -0.297
H 6.511611 -0.737780 -1.703869 -0.235 0.149 0.027
H 5.881856 0.577633 -2.699106 -0.072 -0.165 0.194
H 5.952808 0.754109 -0.934775 0.060 -0.131 -0.136
C 0.547278 -3.858093 0.040811 0.294 0.480 0.549
C 2.054883 -3.825630 -0.163858 0.222 -0.155 -0.030
H 0.099257 -4.738034 -0.450861 -0.004 0.404 0.064
H 0.313378 -3.941144 1.112740 0.123 0.021 -0.305
H 2.492552 -4.744201 0.242184 0.019 0.216 -0.116
H 2.322753 -3.771684 -1.223022 -0.011 -0.059 0.093
H 2.516478 -2.972954 0.347340 -0.070 -0.142 -0.042
C -0.335580 -2.812294 -2.406594 0.477 0.320 0.104
C -1.241808 -1.949831 -3.271302 -0.179 -0.188 -0.236
H -0.635894 -3.870333 -2.453380 0.083 0.308 -0.006
H 0.704610 -2.756919 -2.757406 -0.205 -0.077 -0.032
H -1.195593 -2.308076 -4.305199 -0.073 0.188 0.130
H -2.286139 -2.011922 -2.950570 0.104 -0.003 -0.068
H -0.951931 -0.891500 -3.270368 0.093 0.006 0.010
C -2.065024 -2.875950 -0.214455 -0.033 0.717 -0.128
C -2.328187 -3.070169 1.266511 -0.213 -0.002 0.199
H -2.280799 -3.797026 -0.780301 0.217 0.293 0.109
H -2.715703 -2.083857 -0.616061 -0.048 -0.263 0.052
H -3.351469 -3.426684 1.410631 0.148 -0.052 0.089
H -1.653887 -3.796164 1.723917 -0.190 0.023 -0.054
H -2.232067 -2.130734 1.815808 0.096 -0.004 0.026
C 2.148456 0.453814 5.047587 0.357 -0.273 0.694
N 1.536479 0.917700 3.807300 -0.134 -0.827 -1.213
C 0.798113 2.171048 3.883585 -0.071 0.317 0.101
C 1.600581 0.217722 2.673273 -0.068 0.705 0.434
C 2.287267 -1.113244 2.638096 0.171 -0.152 0.264
O 1.077894 0.704007 1.612603 -0.339 -0.031 -0.599
H 1.951898 1.217760 5.803830 0.151 -0.260 -0.058
H 3.234789 0.325777 4.943950 -0.322 0.208 0.021
H 1.728339 -0.503237 5.389933 -0.021 0.384 -0.107
H 0.335533 2.403219 2.922886 0.176 -0.065 0.228
H 0.029246 2.089295 4.659914 0.124 -0.016 -0.116
H 1.480854 2.975338 4.174603 -0.118 -0.071 -0.095
H 1.544472 -1.898027 2.416973 0.254 0.297 -0.014
H 3.061737 -1.113345 1.855440 -0.335 0.016 0.199
H 2.763088 -1.355087 3.595511 -0.133 -0.028 -0.427
```
Forces are in eV/Å.

Properties
Energy relative to the best compared isomer or geometry (same formula, charge and spin) = 195.1 kJ/mol
LUMO (alpha / beta) = -0.5666 / -0.5741 hartree
Gap between HOMO and LUMO (alpha / beta) = 3.924 / 3.691 eV
Charge = +4

***

(2)
C29H50AlBr2CaCl6FIN3O13P3S | wB97M-V/def2-TZVPD

Structure (XYZ):
```
111
Properties=species:S:1:pos:R:3:forces:R:3
C -0.049582 1.332676 3.892218 -0.379 -0.906 0.265
C 0.719274 0.509265 4.359418 1.415 1.006 -0.702
C 2.013492 -0.236818 4.686874 -1.142 -0.194 -0.657
C 2.648936 -0.899240 3.399397 -1.475 0.371 0.443
C 2.969251 0.136040 2.275192 0.749 0.262 0.081
C 3.496366 -0.570668 0.958694 1.827 -0.626 1.375
N 4.592159 -1.434094 1.574553 0.390 0.784 -1.577
C 5.673093 -0.821900 1.420534 0.425 -0.845 1.642
O 6.712595 -0.301093 1.489836 -0.818 -2.338 -0.754
O 4.300505 0.264499 0.084335 -3.355 -0.517 -0.424
P 3.407476 0.771629 -1.290975 2.181 2.028 0.604
C 4.890188 1.954301 -1.609321 0.165 0.972 0.082
C 2.297838 2.018217 -0.445402 -0.355 1.800 2.545
C 2.654647 3.060169 0.430116 -1.324 -1.488 -1.624
P 2.519942 1.642814 -3.163820 -1.613 1.666 -1.123
N 2.781195 3.379497 -3.185321 -0.800 -1.519 0.515
O 0.812738 1.518526 -3.224470 0.343 0.847 0.774
P 4.505639 -0.588703 -2.801367 1.291 -2.325 -0.621
O 6.168320 -0.540046 -2.510977 -1.325 0.595 -0.658
Br 4.158052 0.212224 -4.940034 1.787 -0.909 -0.151
O 2.355737 -0.585715 -1.169120 0.341 -0.494 0.364
C 2.399346 -1.348917 0.057421 0.834 2.327 0.893
O 1.178661 -0.970874 0.704393 -0.067 -1.749 -0.263
C 0.040681 -1.721604 0.353973 -1.922 0.535 -0.421
C -0.674580 -1.327987 -0.999804 0.287 -1.148 0.107
N -1.000049 0.099555 -1.158426 0.468 0.220 0.904
C -1.859879 0.649715 -0.131054 -0.566 0.402 -0.570
C -3.361897 0.138525 -0.133244 -0.642 -0.569 1.143
C -3.674555 -0.696794 1.194443 0.113 0.707 -0.673
O -3.742168 -0.504257 -1.326116 0.406 0.106 0.409
C 2.704289 -2.865562 -0.167026 -0.646 0.355 -0.922
I 2.430206 -4.055669 1.657526 -0.085 0.360 -0.513
C 4.047277 -3.166859 -0.895959 0.712 -1.096 -0.176
C 4.657960 -4.588774 -0.589314 0.154 0.376 -0.407
H -0.858438 1.969432 3.512490 0.857 -0.451 0.533
H 2.780610 0.423299 5.139371 -0.780 -0.184 0.036
H 1.700193 -1.052334 5.379796 0.694 0.553 -0.279
H 1.875529 -1.621170 3.052846 0.785 0.420 0.095
H 3.531517 -1.454719 3.767501 -0.396 0.341 -0.585
H 3.844315 0.737960 2.637117 -0.555 -0.332 -0.494
H 2.153860 0.864427 2.112077 0.200 -0.722 0.061
H 5.221311 1.950787 -2.678867 -0.300 -0.072 0.765
H 4.692329 3.018485 -1.361207 0.044 -0.644 -0.096
H 5.729045 1.627031 -0.957011 -0.563 0.161 -0.537
H 1.185671 1.863552 -0.656779 2.244 -1.237 -0.134
H 3.721368 3.254733 0.678849 -0.783 -0.220 0.008
H 1.886785 3.715566 0.975620 0.918 -0.638 -0.714
H 2.775604 3.728453 -4.138851 -0.172 0.037 0.218
H 2.115595 3.873134 -2.578496 0.332 0.360 -0.112
H 0.432523 2.365823 -2.894176 -0.066 -0.210 -0.394
H 6.377068 -0.993701 -1.680858 -0.082 0.057 -0.034
H 0.150840 -2.825449 0.338433 0.315 0.645 0.052
H -0.720014 -1.526222 1.154942 0.811 -0.138 -0.322
H -0.076269 -1.689511 -1.869233 -0.281 0.687 0.586
H -1.613513 -1.946210 -1.023246 0.631 0.399 0.087
H -1.355318 0.291669 -2.091073 0.009 -0.152 0.198
H -1.452407 0.548921 0.905389 0.071 -0.106 -0.792
H -1.901530 1.781772 -0.329593 -0.930 -1.298 0.196
H -4.020640 1.100711 -0.070241 0.740 -1.378 -0.955
H -3.611821 0.033952 2.092360 0.224 -2.030 -0.476
H -2.927495 -1.489721 1.397172 -0.351 0.597 -0.127
H -4.711643 -1.102703 1.219444 0.510 0.358 0.098
H -4.174767 -1.346146 -1.124620 0.075 0.217 0.012
H 1.888782 -3.235386 -0.835753 0.623 0.089 0.606
H 3.879339 -3.159321 -1.999295 -0.150 0.219 0.858
H 4.860994 -2.444636 -0.686409 -0.793 -0.149 0.088
H 5.144625 -4.623096 0.407572 -0.505 0.017 -0.504
H 5.452244 -4.813988 -1.338204 -0.625 0.241 0.467
H 3.889384 -5.381005 -0.685105 0.503 0.387 0.147
Al -4.110122 1.713555 1.644540 -1.556 2.177 2.099
Br 6.665375 2.201621 1.749953 -0.280 1.889 0.184
O 4.026916 -7.785270 -1.894179 0.002 0.419 0.097
S 5.225710 -7.532621 -2.707888 0.282 -0.381 -0.092
O 6.379542 -7.333676 -1.819486 -0.125 -0.213 0.123
O 5.012017 -6.326932 -3.523332 -0.419 -0.042 -0.055
O 5.479207 -8.678782 -3.589796 0.102 0.207 -0.030
Ca -0.239614 3.025415 -0.240376 -0.184 0.976 1.920
C -6.374991 0.042102 5.566495 -0.662 -0.162 0.370
C -7.162828 -0.081802 4.245153 0.677 0.333 1.143
O -6.282545 -0.280514 3.223736 0.490 0.348 -1.344
H -5.694991 0.882078 5.506696 0.132 -0.052 0.095
H -7.053788 0.209202 6.415575 0.058 0.045 0.018
H -5.802361 -0.863570 5.783200 -0.002 0.003 -0.192
H -7.800115 0.828023 4.196490 0.149 0.165 -0.372
H -7.918999 -0.873958 4.427332 0.173 -0.343 -0.477
F -7.054502 2.550855 -5.278013 -0.023 0.073 0.002
C -6.517018 1.318165 -5.286305 0.186 -0.435 0.000
C -5.567450 0.988078 -4.337376 0.069 0.149 0.160
C -5.016091 -0.286114 -4.343050 -0.138 -0.077 -0.263
C -5.413131 -1.209943 -5.302863 0.030 -0.055 0.007
C -6.365079 -0.862238 -6.253287 0.101 0.076 0.179
C -6.925627 0.407964 -6.243085 -0.153 0.067 -0.160
H -5.265589 1.724327 -3.602820 -0.057 0.004 -0.012
H -4.278144 -0.557693 -3.601162 -0.015 0.075 -0.035
H -4.979210 -2.202389 -5.308989 -0.016 0.042 -0.011
H -6.671122 -1.580757 -7.003109 -0.018 0.042 0.024
H -7.674810 0.694133 -6.970189 0.024 0.035 0.027
Cl -1.640256 3.951393 2.493173 0.369 -0.401 -1.662
C -4.589439 4.483568 5.178716 0.262 0.138 -0.049
Cl -4.992151 2.954805 4.404625 -0.177 -0.018 -0.022
Cl -6.019372 5.512872 5.316504 0.053 0.006 -0.061
Cl -3.864805 4.210041 6.765375 -0.017 0.012 -0.098
H -3.860947 4.988517 4.551458 -0.120 -0.048 0.123
O 7.178822 -7.237323 -5.441925 0.261 0.095 -0.290
H 7.830823 -6.753982 -5.960082 -0.027 0.034 0.047
H 7.128843 -8.099200 -5.867637 -0.124 -0.051 0.181
C -4.079448 8.710599 3.795265 -0.023 0.076 0.146
Cl -5.243386 8.503642 2.480661 -0.033 0.072 0.011
Cl -3.005741 7.314970 3.933903 0.148 0.139 -0.032
H -3.480966 9.594574 3.598480 0.003 -0.110 -0.089
H -4.621399 8.829853 4.728480 -0.029 -0.127 -0.080
```
Forces are in eV/Å.

Properties
LUMO = -0.1151 hartree
Gap between HOMO and LUMO = 1.558 eV
Charge = -1

***

(3)
C29H50B3N8O5P | wB97M-V/def2-TZVPD

Structure (XYZ):
```
96
Properties=species:S:1:pos:R:3:forces:R:3
N 4.149039 -3.157803 0.823561 3.123 -0.292 -0.632
P 5.787318 -3.082143 0.638114 -3.584 -4.517 1.085
O 6.508689 -3.441996 2.191347 -1.863 0.837 -2.105
O 6.261014 -4.283726 -0.571744 -0.955 1.728 1.877
B 6.155236 -1.308949 -0.012115 1.554 3.444 -2.246
O 7.209116 -0.401448 0.484402 -4.386 0.420 -0.995
B 6.777435 1.024545 0.423151 -0.825 -0.262 -1.128
O 5.494386 1.500549 -0.154647 0.920 -4.344 0.919
B 4.610003 0.371712 -0.524296 0.424 0.788 -0.292
C 2.962853 0.491040 -0.207960 -0.456 -0.225 0.715
C 2.554571 0.271793 1.323022 -3.290 0.854 -1.988
C 0.993837 0.412689 1.769012 2.207 0.778 -5.449
C 0.071322 0.784830 0.478302 3.743 -0.933 0.322
C 0.749772 0.907284 -0.969547 -0.101 -0.127 0.857
N 2.162320 0.783172 -1.425958 -3.071 -0.632 7.900
O 5.252698 -0.822176 -1.114974 0.709 0.715 4.581
H 3.748363 -3.891315 0.196347 0.271 0.980 0.686
H 5.730114 -3.576698 2.828528 1.251 0.189 -1.565
H 5.445435 -4.811606 -0.817614 1.231 1.025 0.653
H 7.504699 1.878402 0.843539 -0.183 -0.620 -0.232
H 3.370225 0.011657 2.129883 -1.732 0.585 -1.931
H 0.616422 0.296670 2.870431 0.882 0.252 -2.510
H -1.086197 0.959821 0.612924 2.882 -0.432 -0.532
H -0.011101 1.144122 -1.861855 1.833 -0.539 2.178
C -3.115326 -2.072541 5.057066 -0.058 -0.131 0.062
C -3.569885 -0.653135 4.732106 -0.001 -0.236 0.276
C -2.623866 0.069107 3.770784 0.865 0.072 0.645
C -1.241088 0.174084 4.393278 7.621 0.739 3.292
N -0.093974 0.261219 4.909597 -9.134 -0.713 -3.917
H -2.146275 -2.080176 5.566105 -0.036 0.034 -0.127
H -3.835220 -2.558994 5.722955 0.064 0.089 -0.160
H -3.031522 -2.675995 4.146002 0.028 0.048 0.129
H -3.655196 -0.085446 5.666801 -0.010 -0.022 -0.361
H -4.570223 -0.693400 4.287374 0.163 0.153 0.056
H -3.000020 1.075517 3.558914 0.307 -0.067 0.002
H -2.551775 -0.473183 2.821791 0.220 0.084 0.117
C -4.167545 1.230166 -2.269974 0.013 -0.073 -0.130
C -5.116324 1.305416 -1.077879 0.100 -0.329 -0.275
C -4.916687 2.568147 -0.237413 0.984 -0.230 0.380
C -3.501039 2.598470 0.315412 7.721 0.465 3.202
N -2.326707 2.623700 0.774057 -9.580 -0.011 -3.540
H -3.121076 1.187000 -1.951735 -0.118 0.062 -0.008
H -4.365503 0.327521 -2.856776 0.026 0.170 0.056
H -4.293130 2.098466 -2.926862 0.048 -0.127 0.071
H -4.971576 0.415710 -0.452841 -0.098 0.191 -0.006
H -6.148761 1.277852 -1.443118 0.086 0.087 0.178
H -5.628029 2.581627 0.595084 0.272 0.103 0.003
H -5.086302 3.464674 -0.843493 0.196 -0.068 0.146
C 1.799358 0.528965 -4.388975 0.263 -0.046 -0.023
C 2.556134 -0.085676 -5.562194 -0.056 0.022 0.394
C 1.765960 -0.036180 -6.871354 -0.758 -0.736 0.220
C 0.469585 -0.815026 -6.718374 -7.267 -4.255 0.628
N -0.605844 -1.461106 -6.591558 8.623 5.133 -0.809
H 0.874928 -0.016381 -4.173882 0.070 0.033 -0.082
H 2.412699 0.497523 -3.482821 -0.266 0.067 -0.419
H 1.543768 1.575272 -4.591791 0.012 -0.083 0.031
H 2.805849 -1.125352 -5.317410 -0.011 0.145 -0.158
H 3.502408 0.450165 -5.694576 -0.112 -0.091 -0.139
H 2.355617 -0.475527 -7.682847 -0.289 -0.022 0.009
H 1.534407 0.999622 -7.142205 -0.145 -0.193 0.037
C -1.800642 -1.571035 -9.668975 0.112 -0.001 0.142
C -1.043866 -2.185676 -10.842194 -0.006 0.011 0.413
C -1.834040 -2.136180 -12.151354 -0.775 -0.735 0.250
C -3.130415 -2.915026 -11.998374 -7.351 -4.297 0.553
N -4.205844 -3.561106 -11.871558 8.592 5.138 -0.971
H -2.725072 -2.116381 -9.453882 0.088 0.076 -0.095
H -1.187301 -1.602477 -8.762821 -0.239 0.033 -0.288
H -2.056232 -0.524728 -9.871791 -0.003 -0.105 0.022
H -0.794151 -3.225352 -10.597410 -0.014 0.146 -0.158
H -0.097592 -1.649835 -10.974576 -0.094 -0.088 -0.146
H -1.244383 -2.575527 -12.962847 -0.287 -0.012 0.024
H -2.065593 -1.100378 -12.422205 -0.138 -0.196 0.034
C 3.168206 3.752918 2.073940 -0.115 -0.034 -0.036
C 3.531211 4.248394 3.470245 -0.306 -0.276 -0.162
C 4.842685 5.035722 3.499859 0.682 -0.831 -0.225
C 5.984394 4.149370 3.029249 6.570 -4.704 -2.591
N 6.931561 3.414162 2.638874 -7.584 5.909 3.256
H 3.917164 3.055823 1.684894 -0.053 0.126 0.014
H 2.211348 3.221671 2.096096 0.144 0.100 -0.053
H 3.077677 4.589652 1.371873 0.023 -0.113 0.055
H 3.599186 3.386759 4.145646 0.041 0.207 -0.014
H 2.722103 4.886263 3.842472 0.199 0.006 0.056
H 5.051208 5.380007 4.518303 0.198 -0.084 -0.196
H 4.778126 5.915557 2.850562 0.160 -0.189 0.004
C -4.860814 -2.897505 9.940364 -0.026 -0.128 0.054
C -3.822957 -1.802315 9.715984 0.056 -0.429 0.055
C -4.440809 -0.485131 9.242683 -0.330 -0.331 -0.991
C -5.156929 -0.700217 7.919239 -4.175 -0.900 -7.343
N -5.751003 -0.878551 6.821368 4.638 1.351 8.867
H -5.383359 -3.155309 9.013692 0.035 0.099 0.103
H -4.377856 -3.809756 10.304841 -0.090 0.145 -0.012
H -5.605685 -2.586305 10.681673 0.077 -0.070 -0.107
H -3.089182 -2.154516 8.980640 -0.067 0.181 0.106
H -3.282084 -1.628026 10.652555 -0.040 0.131 -0.165
H -3.659037 0.270121 9.109765 -0.225 -0.034 -0.154
H -5.155415 -0.107620 9.982066 -0.023 -0.041 -0.246
```
Forces are in eV/Å.

Properties
LUMO = -0.0191 hartree
Gap between HOMO and LUMO = 8.013 eV
SMILES = N=P(O)(O)B1OBOB(c2ccccn2)O1.CCCC#N.CCCC#N.CCCC#N.CCCC#N.CCCC#N.CCCC#N